[1]
{"formula": "C26H37N4O3S2SbSe4Sn", "method": "ωB97M-V/def2-TZVPD", "elements": ["Sn", "C", "S", "C", "O", "H", "H", "H", "H", "H", "H", "Se", "Sb", "Se", "Se", "Se", "C", "C", "C", "C", "N", "C", "S", "N", "C", "C", "C", "C", "H", "H", "H", "H", "H", "H", "H", "H", "H", "H", "H", "H", "H", "H", "H", "H", "H", "H", "H", "H", "O", "C", "N", "C", "C", "O", "N", "C", "C", "C", "C", "C", "C", "C", "C", "C", "C", "C", "C", "H", "H", "H", "H", "H", "H", "H", "H", "H", "H", "H"], "coordinates": [[-1.081, -1.573, -1.259], [-0.446, -1.487, -5.772], [-1.203, -0.590, -4.436], [-2.816, -0.281, -5.133], [-1.483, -1.712, -3.366], [-0.336, -0.787, -6.601], [-1.075, -2.330, -6.047], [0.535, -1.790, -5.419], [-2.676, 0.475, -5.907], [-3.446, 0.114, -4.339], [-3.238, -1.191, -5.555], [-3.602, -4.315, -5.487], [-3.511, -3.669, -3.263], [-4.365, -1.990, -1.845], [-2.454, -5.234, -1.540], [-0.496, -4.018, -1.226], [-0.402, -0.171, 3.827], [-0.051, 1.263, 4.206], [-0.651, 2.324, 3.284], [-0.082, 2.330, 1.859], [-0.764, 1.398, 0.936], [-1.783, 1.645, 0.143], [-2.464, 0.411, -0.948], [-2.476, 2.765, 0.053], [-2.476, 4.019, 0.843], [-3.865, 4.645, 0.815], [-4.883, 4.006, 1.758], [-5.258, 2.561, 1.438], [-0.031, -0.869, 4.576], [0.036, -0.474, 2.874], [-1.485, -0.305, 3.759], [1.036, 1.387, 4.234], [-0.400, 1.460, 5.221], [-0.479, 3.314, 3.714], [-1.736, 2.188, 3.240], [0.962, 2.021, 1.870], [-0.097, 3.319, 1.411], [-0.405, 0.451, 0.933], [-3.194, 2.756, -0.659], [-1.741, 4.698, 0.412], [-2.197, 3.801, 1.868], [-4.240, 4.645, -0.216], [-3.744, 5.697, 1.079], [-5.785, 4.620, 1.736], [-4.505, 4.070, 2.782], [-5.592, 2.456, 0.402], [-6.077, 2.231, 2.076], [-4.428, 1.870, 1.602], [1.823, -0.777, -3.821], [1.956, -0.841, -2.626], [3.083, -0.936, -1.884], [2.847, -1.188, -0.462], [1.336, -1.019, -0.469], [0.481, -1.191, 0.445], [0.873, -0.840, -1.697], [3.603, -0.226, 0.437], [4.933, 0.064, 0.149], [5.658, 0.906, 0.975], [5.068, 1.458, 2.104], [3.751, 1.152, 2.408], [3.021, 0.312, 1.577], [3.072, -2.668, -0.097], [3.076, -3.645, -1.087], [3.208, -4.985, -0.742], [3.325, -5.352, 0.589], [3.317, -4.377, 1.578], [3.191, -3.040, 1.238], [3.992, -0.959, -2.316], [5.422, -0.375, -0.712], [6.691, 1.126, 0.741], [5.638, 2.110, 2.751], [3.295, 1.557, 3.302], [2.009, 0.034, 1.850], [2.998, -3.376, -2.133], [3.232, -5.738, -1.519], [3.434, -6.395, 0.856], [3.420, -4.658, 2.617], [3.200, -2.287, 2.016]], "mulliken_charge": [1.6351, -0.9229, 0.6101, -0.8647, -0.5576, 0.4955, 0.2536, 0.2995, 0.4625, 0.2654, 0.2322, -0.3432, 0.9437, -0.3435, -0.1938, 0.0438, -0.9388, -0.5163, -0.4403, -0.6939, 0.5841, 0.8643, -0.7008, -0.0611, -0.2006, -1.1338, -0.3363, -0.9405, 0.3852, 0.0358, 0.3540, 0.1441, 0.4286, 0.4335, 0.3300, -0.2007, 0.5845, -0.4269, 0.2716, 0.3169, 0.0805, 0.4248, 0.3585, 0.3636, 0.2773, 0.2462, 0.3988, 0.1179, -0.7010, -0.1124, 0.0826, 3.1595, -0.3125, -1.2128, 0.1596, -0.4093, -0.4777, -1.0507, -0.6632, -1.0888, 0.4176, -0.0402, -0.4989, -0.8307, -0.5713, -0.9753, -0.1191, 0.2453, 0.4017, 0.4114, 0.4540, 0.4043, 0.5695, 0.4535, 0.4600, 0.4600, 0.4557, 0.5034], "max_force_ev_per_a": 0.6, "e_tot_ha": -12313.9315, "mol_weight_g_mol": 1074.05, "spin_multiplicity": 1, "total_charge": 2, "e_above_lowest_kcal_mol": 0.0, "homo_ev": -13.77}


[2]
{"formula": "C5H7NS", "method": "ωB97M-V/def2-TZVPD", "elements": ["C", "C", "C", "C", "N", "C", "S", "H", "H", "H", "H", "H", "H", "H"], "coordinates": [[-1.023, -1.931, 0.784], [-0.356, -0.802, 0.953], [-1.021, 0.554, 0.491], [-2.346, 0.956, 0.769], [-0.084, 1.363, -0.207], [1.170, 0.885, -0.669], [1.763, -0.557, -1.050], [-0.641, -2.745, 1.402], [-2.221, -2.115, 0.550], [0.593, -0.592, 1.315], [-3.164, 0.652, 1.318], [-2.359, 2.078, 0.554], [-0.137, 2.292, -0.075], [1.753, 1.841, -0.771]], "mulliken_charge": [-0.6809, -0.5093, 0.5198, -0.9699, -0.1835, -0.1535, -0.2535, 0.2764, 0.2376, 0.6043, 0.4058, 0.1796, 0.2607, 0.2664], "max_force_ev_per_a": 7.1, "e_tot_ha": -647.5338, "mol_weight_g_mol": 113.18, "smiles": "C=CC(=C)NC=S", "spin_multiplicity": 1, "e_above_lowest_kcal_mol": 77.3, "homo_ev": -8.43}


[3]
{"formula": "C4H5NO", "method": "ωB97M-V/def2-TZVPD", "elements": ["C", "N", "C", "C", "C", "O", "H", "H", "H", "H", "H"], "coordinates": [[1.664, 0.258, -0.224], [1.138, 0.140, 1.004], [-0.176, -0.411, 0.778], [-1.143, 0.415, -0.040], [-0.269, -0.584, -0.720], [0.954, -0.065, -1.245], [2.123, 1.188, 0.347], [-0.536, -1.115, 1.521], [-0.943, 1.474, -0.189], [-2.192, 0.152, 0.065], [-0.627, -1.453, -1.259]], "mulliken_charge": [-0.0492, -0.4809, -0.0163, -0.6838, -0.0531, -0.2942, 0.3906, 0.3444, 0.2202, 0.2695, 0.3528], "max_force_ev_per_a": 7.5, "e_tot_ha": -285.2750, "mol_weight_g_mol": 83.09, "smiles": "C1=N[C@H]2C[C@H]2O1", "spin_multiplicity": 1, "e_above_lowest_kcal_mol": 87.6, "homo_ev": -9.40}


Q: Number 3 is which compound?
A: C4H5NO